Entry 1:
{"formula": "C21H23N3O7S", "method": "the ωB97M-V functional and the def2-TZVPD basis", "orbital_gap_ha": 0.350, "homo_energy_ev": -8.945, "e_above_lowest_kcal_mol": 1.9, "smiles": "O=C(NCc1ccccc1)C(=O)NC[C@@H]1OCCN1S(=O)(=O)c1ccc2c(c1)OCCO2", "symbols": ["O", "C", "N", "H", "C", "C", "C", "C", "C", "C", "C", "H", "H", "H", "H", "H", "H", "H", "C", "O", "N", "C", "H", "H", "C", "N", "S", "O", "O", "C", "C", "C", "C", "C", "C", "H", "H", "O", "C", "C", "H", "O", "H", "H", "H", "H", "C", "C", "H", "O", "H", "H", "H", "H", "H"], "xyz": [[-0.59234, -2.81168, -1.34695], [-0.31366, -2.17203, -0.34417], [0.80428, -1.47294, -0.14458], [0.86486, -0.92527, 0.70756], [1.86086, -1.36417, -1.11798], [3.21497, -1.20069, -0.48357], [4.23661, -0.58635, -1.19944], [5.48795, -0.41359, -0.63550], [5.73292, -0.85119, 0.65530], [4.72449, -1.47452, 1.36997], [3.47345, -1.65226, 0.80399], [2.69864, -2.14990, 1.36692], [4.91178, -1.82773, 2.37302], [6.70755, -0.71316, 1.09855], [6.27192, 0.06413, -1.20390], [4.05153, -0.24970, -2.21027], [1.82952, -2.27464, -1.72941], [1.66471, -0.51616, -1.78984], [-1.29309, -2.03502, 0.82180], [-0.99063, -1.44716, 1.84551], [-2.47464, -2.61296, 0.56502], [-3.65717, -2.24090, 1.28937], [-4.35769, -3.07610, 1.33557], [-3.34020, -1.95425, 2.29377], [-4.37782, -1.02832, 0.63404], [-3.41232, -0.11581, 0.05146], [-3.57618, 1.51186, 0.50061], [-3.88049, 1.52316, 1.89714], [-4.46053, 2.20316, -0.39534], [-1.91166, 2.08874, 0.20599], [-0.86639, 1.46197, 0.84989], [0.43542, 1.88259, 0.60855], [0.66874, 2.95189, -0.26836], [-0.40721, 3.58720, -0.88260], [-1.69802, 3.15282, -0.65155], [-2.54540, 3.62284, -1.12282], [-0.20062, 4.41459, -1.54192], [1.92511, 3.40245, -0.54684], [2.96268, 2.54390, -0.11788], [2.66172, 1.98075, 1.26859], [3.44679, 1.29510, 1.58968], [1.46373, 1.23234, 1.23968], [2.56725, 2.80480, 1.98730], [3.87453, 3.14253, -0.11135], [3.07706, 1.71311, -0.82560], [-1.05031, 0.65443, 1.53927], [-3.41361, -0.33023, -1.38657], [-4.55285, -1.34249, -1.61961], [-5.25935, -1.01570, -2.38383], [-5.25223, -1.41271, -0.39470], [-4.15583, -2.32890, -1.89474], [-2.44714, -0.72038, -1.71646], [-3.61092, 0.62293, -1.88174], [-4.96041, -0.51199, 1.40438], [-2.56037, -3.02835, -0.35545]], "forces_ev_per_a": [[-0.04, -0.06, -0.04], [0.14, 0.09, -0.21], [0.16, 0.14, 0.32], [-0.08, -0.07, -0.05], [-0.15, -0.14, -0.38], [-0.01, 0.03, 0.07], [-0.05, -0.10, 0.01], [0.04, 0.03, -0.06], [0.08, 0.01, 0.07], [0.07, -0.02, 0.07], [-0.02, 0.01, -0.07], [-0.09, -0.03, 0.07], [0.02, -0.03, 0.09], [0.09, 0.01, 0.04], [0.07, 0.04, -0.05], [-0.04, 0.07, -0.10], [0.00, 0.18, 0.03], [0.06, -0.13, 0.03], [-0.11, -0.17, 0.18], [0.02, -0.02, 0.05], [-0.02, -0.24, -0.43], [-0.27, 0.43, 0.05], [0.06, 0.05, 0.08], [-0.12, -0.06, -0.04], [-0.14, -0.24, 1.03], [-0.04, 0.98, 0.47], [0.29, -0.25, -0.26], [0.16, -0.19, 0.27], [0.15, 0.06, -0.15], [-0.54, -0.15, -0.03], [0.39, 0.05, 0.09], [-0.23, 0.13, -0.03], [-0.06, -0.07, -0.05], [0.17, -0.13, 0.16], [-0.13, 0.08, -0.09], [-0.06, 0.10, -0.12], [0.01, 0.09, -0.10], [-0.44, 0.19, -0.01], [0.22, -0.46, 0.33], [0.44, 0.37, -0.26], [-0.01, 0.08, -0.04], [-0.39, -0.19, -0.07], [0.00, -0.10, -0.02], [-0.04, -0.10, 0.02], [-0.01, 0.15, 0.07], [0.07, -0.13, 0.10], [0.21, 0.01, -0.65], [0.14, -0.01, -0.23], [0.12, -0.05, 0.00], [-0.14, 0.00, 0.03], [-0.04, 0.11, -0.04], [-0.10, 0.01, -0.06], [0.02, -0.19, -0.14], [0.04, -0.20, -0.10], [0.15, 0.03, 0.12]]}

---

Entry 2:
{"formula": "C46H54As2N5P2W", "method": "the ωB97M-V functional and the def2-TZVPD basis", "charge": 3, "orbital_gap_ha": [0.239, 0.239], "homo_energy_ev": [-14.682, -14.682], "symbols": ["W", "C", "N", "C", "C", "N", "C", "C", "C", "C", "C", "C", "N", "C", "N", "C", "C", "C", "C", "C", "C", "N", "H", "H", "H", "H", "H", "H", "H", "H", "H", "H", "H", "H", "H", "H", "H", "C", "P", "C", "C", "C", "C", "C", "C", "C", "P", "C", "C", "H", "H", "H", "H", "H", "H", "H", "H", "H", "H", "H", "H", "H", "H", "H", "H", "C", "As", "C", "C", "C", "C", "C", "C", "C", "As", "C", "C", "H", "H", "H", "H", "H", "H", "H", "H", "H", "H", "H", "H", "H", "H", "H", "H", "C", "C", "C", "C", "C", "C", "C", "C", "C", "C", "H", "H", "H", "H", "H", "H", "H"], "xyz": [[-0.45305, -0.27637, -0.14528], [-3.55579, -1.14614, 0.37777], [-2.79496, 0.07002, 0.03996], [-3.15806, 1.12159, 1.02471], [-2.03683, 2.07006, 1.14387], [-0.84628, 1.76138, 0.68682], [-0.02302, 2.85840, 1.02083], [1.34129, 3.08525, 0.85800], [1.84822, 4.28506, 1.30769], [1.03594, 5.25128, 1.92404], [-0.31064, 5.03287, 2.11533], [-0.80756, 3.81898, 1.65537], [-2.08931, 3.28000, 1.70843], [-2.72349, -1.84155, 1.39062], [-1.42468, -1.60867, 1.45068], [-0.96961, -2.35899, 2.56250], [0.28311, -2.49158, 3.16931], [0.38788, -3.32657, 4.25937], [-0.71765, -4.02677, 4.77175], [-1.96211, -3.90106, 4.19994], [-2.05412, -3.05581, 3.09789], [-3.15406, -2.69022, 2.33357], [-3.67263, -1.74952, -0.51541], [-4.55782, -0.91738, 0.74676], [-3.11115, 0.38697, -0.86959], [-3.32933, 0.63870, 1.98935], [-4.08651, 1.62582, 0.74712], [1.98813, 2.34409, 0.42024], [2.90609, 4.48433, 1.19592], [1.47942, 6.17560, 2.26826], [-0.94260, 5.76005, 2.60762], [-2.89524, 3.69530, 2.14945], [1.14591, -1.95525, 2.80957], [1.34895, -3.44096, 4.74283], [-0.58718, -4.66705, 5.63325], [-2.82475, -4.42543, 4.58905], [-4.10895, -2.97833, 2.48239], [-2.34048, -1.42347, -3.31905], [-1.30942, -2.06111, -1.95605], [-2.32861, -3.54344, -1.50910], [0.12685, -2.80217, -2.79295], [0.10884, -3.22640, -4.11724], [1.25594, -3.76850, -4.68197], [2.41261, -3.89468, -3.92441], [2.42413, -3.50098, -2.59243], [1.27978, -2.95167, -2.02335], [1.11672, -2.52560, -0.27203], [0.46611, -4.10181, 0.40257], [2.81252, -2.71430, 0.37164], [-2.71825, -2.25824, -3.90986], [-1.77363, -0.76093, -3.96484], [-3.20506, -0.88016, -2.93000], [-1.86685, -4.42981, -1.94255], [-3.32297, -3.44512, -1.94725], [-2.43652, -3.69818, -0.44040], [-0.78209, -3.13042, -4.72548], [1.24794, -4.08937, -5.71522], [3.30631, -4.31276, -4.36880], [3.32825, -3.63263, -2.01214], [0.98181, -4.90527, -0.12532], [-0.59919, -4.23052, 0.28351], [0.70290, -4.16589, 1.46132], [3.07740, -3.76327, 0.23044], [2.82294, -2.49755, 1.43732], [3.55549, -2.09187, -0.11809], [3.44267, 0.30193, -1.72869], [1.52554, 0.55165, -1.91577], [1.41651, -0.09560, -3.75098], [1.42141, 2.46314, -2.20110], [2.53935, 3.28048, -2.30929], [2.37745, 4.65232, -2.45133], [1.10556, 5.20718, -2.48957], [-0.01396, 4.39019, -2.40587], [0.14869, 3.01836, -2.26072], [-1.32274, 1.76836, -2.25367], [-2.84386, 2.90790, -1.80391], [-1.68887, 1.70986, -4.17656], [3.84911, 0.82948, -0.87034], [3.90242, 0.67608, -2.64222], [3.65790, -0.76304, -1.65642], [1.80425, 0.68903, -4.39931], [0.40209, -0.34171, -4.04201], [2.03399, -0.98656, -3.84869], [3.53970, 2.87058, -2.27190], [3.24770, 5.29049, -2.53007], [0.98366, 6.27699, -2.59450], [-0.99828, 4.83842, -2.45646], [-2.94950, 3.62092, -2.61975], [-2.67859, 3.45419, -0.87898], [-3.77959, 2.34779, -1.75055], [-1.64705, 2.74319, -4.51900], [-2.68178, 1.30984, -4.37532], [-0.94047, 1.14159, -4.72032], [0.07744, 1.52959, 5.46165], [-0.95300, 1.06335, 4.62366], [-0.67655, 0.58796, 3.37247], [0.63932, 0.52956, 2.84240], [0.98811, 0.05207, 1.51218], [2.33398, 0.00709, 1.23423], [3.35996, 0.41847, 2.10796], [3.03022, 0.90857, 3.33069], [1.67087, 0.97055, 3.72015], [1.36027, 1.47201, 5.01095], [-0.14747, 1.90752, 6.44959], [-1.97521, 1.06672, 4.98415], [-1.49222, 0.20699, 2.78915], [2.65669, -0.35338, 0.27648], [4.39498, 0.34797, 1.79564], [3.79026, 1.24486, 4.02526], [2.17793, 1.80505, 5.63850]], "forces_ev_per_a": [[-0.59, -0.32, -0.49], [0.17, -0.22, -0.04], [-0.04, 0.19, -0.03], [-0.10, 0.07, 0.10], [-0.05, 0.05, -0.03], [0.37, 0.10, -0.07], [0.01, 0.03, -0.09], [0.00, 0.08, -0.01], [-0.01, 0.00, 0.00], [0.01, -0.01, 0.01], [-0.02, 0.00, 0.01], [-0.01, -0.01, 0.03], [-0.05, -0.01, 0.02], [0.15, 0.02, -0.06], [0.17, -0.17, 0.35], [-0.09, -0.04, -0.06], [0.03, -0.05, -0.03], [0.02, 0.01, 0.00], [0.00, -0.01, 0.01], [-0.03, -0.01, 0.00], [0.00, 0.07, 0.01], [0.02, 0.03, -0.03], [-0.04, -0.12, -0.13], [0.02, 0.06, 0.03], [-0.02, 0.02, -0.04], [0.00, 0.03, 0.02], [-0.03, -0.07, -0.07], [-0.01, 0.02, 0.01], [-0.01, 0.00, 0.01], [0.00, 0.00, 0.00], [0.01, 0.00, -0.01], [0.00, 0.01, 0.00], [0.00, 0.00, 0.01], [-0.01, 0.01, 0.00], [0.00, 0.00, 0.00], [0.01, 0.00, 0.00], [0.00, -0.02, 0.00], [0.02, 0.02, 0.01], [0.23, 0.09, 0.17], [-0.01, 0.07, -0.02], [-0.12, 0.06, -0.01], [-0.02, -0.02, 0.01], [-0.02, 0.02, 0.00], [0.01, -0.01, -0.01], [0.02, -0.02, -0.01], [-0.03, 0.03, -0.14], [-0.13, 0.00, 0.10], [0.09, 0.00, 0.01], [0.02, -0.05, 0.07], [0.00, 0.01, 0.00], [0.00, -0.02, 0.00], [0.00, -0.01, 0.01], [0.01, 0.00, 0.01], [0.00, 0.01, 0.02], [0.04, 0.00, 0.08], [0.01, 0.00, 0.01], [0.00, 0.00, 0.01], [-0.01, 0.00, 0.01], [-0.01, 0.00, -0.02], [-0.02, 0.01, -0.02], [-0.17, 0.03, -0.04], [0.02, -0.03, 0.00], [0.00, 0.00, 0.00], [0.02, -0.02, -0.01], [-0.03, -0.06, 0.02], [0.06, 0.00, -0.08], [-0.04, -0.02, 0.15], [0.01, 0.04, -0.03], [-0.04, 0.02, 0.02], [0.00, 0.01, -0.01], [-0.02, -0.01, -0.01], [0.01, -0.01, 0.01], [-0.02, -0.01, -0.02], [-0.03, -0.05, 0.04], [0.14, 0.11, -0.09], [-0.03, -0.06, 0.09], [0.01, 0.00, 0.00], [0.02, 0.02, -0.02], [-0.01, -0.01, -0.03], [0.02, 0.05, -0.02], [0.01, 0.00, 0.00], [-0.02, -0.01, -0.01], [-0.01, -0.01, 0.00], [0.01, 0.00, 0.01], [0.00, -0.01, 0.00], [0.00, 0.00, 0.00], [-0.01, 0.00, 0.00], [-0.01, 0.01, 0.00], [0.02, 0.00, 0.00], [0.03, -0.03, 0.00], [0.00, 0.01, 0.01], [0.01, -0.01, 0.02], [0.01, 0.00, -0.01], [-0.04, 0.00, 0.02], [0.00, 0.00, 0.01], [0.06, 0.07, 0.00], [0.05, 0.03, -0.01], [0.15, -0.04, 0.18], [-0.11, 0.02, 0.04], [0.02, -0.01, 0.01], [0.03, 0.01, 0.02], [-0.05, -0.01, -0.01], [0.04, -0.01, -0.02], [0.00, 0.00, -0.01], [0.01, 0.00, 0.00], [-0.05, -0.02, -0.06], [-0.05, 0.05, 0.15], [0.00, 0.00, 0.01], [0.00, 0.00, -0.01], [0.00, 0.00, 0.00]]}